11
Properties=species:S:1:pos:R:3:forces:R:3 method="wB97M-V/def2-TZVPD" homo_lumo_gap_ev=9.3 spin_multiplicity=1 relative_energy_ev=1.322 smiles="CCOC=S" energy_ev=-16089.669
S 3.17762 0.83708 0.61995 -0.1101 -0.0104 0.3871
O 0.92155 -0.24501 0.10696 -0.9955 -0.9417 -0.2552
C -0.53481 -0.49122 0.31119 1.0860 0.7089 0.3356
C 1.61161 0.51899 0.89642 0.0660 1.1037 0.2252
C -1.13531 -0.08787 -1.10101 0.2291 -2.1466 1.1672
H -0.32950 0.44974 -1.55887 0.0369 0.5781 -0.4406
H -0.82914 0.10023 1.26848 0.0629 -0.8463 -1.8943
H 0.99758 1.02537 1.67071 0.4615 -0.3293 -0.1112
H -1.31787 -1.00660 -1.72936 0.1456 0.9141 0.7586
H -2.04775 0.47148 -1.03065 -0.3273 0.3640 0.0366
H -0.51398 -1.57218 0.54616 -0.6550 0.6055 -0.2090